{
  "formula": "C4H4O3",
  "method": "ωB97M-V with the def2-TZVPD basis set",
  "total_charge": 0,
  "e_homo_ev": -10.633,
  "spin_multiplicity": 1,
  "total_energy_ev": -10353.175,
  "homo_lumo_gap_ha": 0.420,
  "species": ["O", "C", "O", "C", "C", "C", "O", "H", "H", "H", "H"],
  "coordinates": [[0.132730, -2.207725, 1.166956], [0.272871, -1.046507, 0.951517], [1.262024, -0.201772, 1.391398], [0.754803, 0.929112, 0.626002], [-0.296797, 0.012825, 0.035622], [-0.795801, -0.207609, -1.311813], [-1.593797, 0.394728, -0.295443], [1.526536, 1.356649, -0.018186], [0.323513, 1.691411, 1.280061], [-1.153245, -1.192760, -1.604600], [-0.360440, 0.424424, -2.077422]],
  "forces_ev_per_a": [[0.004, 0.658, 0.091], [-0.144, -0.708, 0.146], [0.064, -0.140, 0.159], [-0.005, 0.251, -0.080], [0.132, 0.032, -0.015], [0.252, -0.052, -0.282], [-0.135, -0.023, 0.129], [-0.131, -0.177, 0.032], [0.119, -0.097, -0.044], [0.287, 0.088, 0.022], [-0.443, 0.168, -0.159]],
  "nbo_charge": [-0.5218, 0.7609, -0.4782, -0.0917, 0.0541, -0.0829, -0.4316, 0.1978, 0.2000, 0.2055, 0.1879]
}